Computed, not measured: a cluster of 9 separate species, C24H50BClO24 in total, with ωB97M-V/def2-TZVPD.

Summary:
- LUMO level: 0.20 eV
- Gap between HOMO and LUMO: 10.90 eV
- Maximum force: 0.75 eV/A
- SMILES: COC(=O)OC.COC(=O)OC.COC(=O)OC.COC(=O)OC.COC(=O)OC.COC(=O)OC.COC(=O)OC.COC(=O)OC.BCl
- HOMO energy: -10.70 eV

Structure (XYZ):
```
100
Properties=species:S:1:pos:R:3:forces:R:3:lowdin_charge:R:1
B -2.059111 -2.113580 6.879976 0.69 -0.05 0.07 -0.571
Cl -3.762303 -1.972680 6.757956 -0.74 0.07 -0.06 0.619
H -1.419914 -1.116097 6.886471 0.03 -0.05 0.02 -0.021
H -1.604081 -3.207463 6.943058 0.04 0.04 0.00 -0.018
C -1.927431 -1.135294 3.626599 -0.04 0.06 0.01 -0.046
O -1.688515 -0.633437 2.306548 0.06 0.01 -0.05 0.014
C -0.402508 -0.466306 2.006816 0.18 -0.01 -0.04 -0.614
O 0.526904 -0.680360 2.748079 -0.20 0.02 0.02 0.108
O -0.302756 -0.027523 0.756853 -0.06 -0.02 0.06 0.000
C 1.047421 0.164417 0.297568 0.04 -0.04 -0.08 -0.017
H -3.007262 -1.172232 3.732407 0.02 -0.01 0.00 0.089
H -1.496453 -2.130528 3.735720 -0.01 0.01 0.00 0.104
H -1.494575 -0.470410 4.373288 -0.01 -0.01 0.00 0.082
H 1.606495 -0.768222 0.345363 -0.01 0.03 0.00 0.093
H 1.557284 0.913816 0.900000 -0.04 0.00 0.01 0.100
H 0.951662 0.494040 -0.732573 0.05 -0.01 0.01 0.086
C -1.446606 -1.364041 -2.642659 -0.06 0.01 0.09 -0.022
O -1.203584 -0.894376 -3.977500 0.09 -0.03 -0.02 -0.002
C 0.085321 -0.709897 -4.260364 0.07 -0.01 0.07 -0.619
O 1.006735 -0.883685 -3.502347 -0.12 0.02 -0.09 0.121
O 0.185996 -0.298117 -5.524699 -0.04 0.00 0.05 -0.011
C 1.528290 -0.026928 -5.955587 -0.02 0.04 0.03 -0.034
H -2.525401 -1.448323 -2.550645 0.02 -0.01 -0.01 0.092
H -0.976767 -2.334280 -2.489888 0.00 0.01 -0.01 0.104
H -1.059985 -0.656495 -1.911420 -0.02 -0.02 -0.01 0.083
H 2.141135 -0.922935 -5.877685 -0.01 0.01 -0.02 0.093
H 1.965984 0.767194 -5.352411 0.01 -0.01 -0.03 0.094
H 1.431844 0.289409 -6.989930 0.06 -0.02 0.00 0.098
C 3.647648 6.153416 -5.163483 -0.04 -0.04 -0.01 -0.035
O 3.089614 4.835952 -5.250848 -0.04 -0.01 -0.03 0.002
C 1.811139 4.805354 -5.624081 -0.10 0.11 0.03 -0.623
O 1.127165 5.764077 -5.879381 0.10 -0.12 0.01 0.123
O 1.413055 3.533348 -5.658975 0.04 0.04 -0.01 -0.006
C 0.044665 3.348611 -6.044225 -0.01 -0.06 0.00 -0.023
H 4.676707 6.004332 -4.852502 -0.01 0.05 0.00 0.093
H 3.600960 6.650005 -6.131261 0.03 -0.01 0.01 0.097
H 3.102307 6.748388 -4.432774 0.03 -0.01 0.01 0.097
H -0.127112 3.739820 -7.045712 0.02 -0.01 0.01 0.101
H -0.623012 3.850205 -5.345775 0.03 0.00 0.01 0.101
H -0.112277 2.274288 -6.016754 -0.08 0.03 -0.02 0.076
C -3.119210 2.876559 8.684799 0.03 0.01 -0.05 -0.022
O -2.430172 3.607074 7.659556 0.05 -0.02 0.00 -0.017
C -1.493143 2.912017 7.017470 0.02 -0.13 -0.02 -0.621
O -1.181277 1.770133 7.245028 -0.04 0.09 -0.02 0.114
O -0.964053 3.689343 6.073010 -0.04 -0.02 0.05 0.001
C 0.059480 3.056385 5.291250 -0.04 0.00 0.04 -0.024
H -3.850504 3.572644 9.083511 -0.01 -0.04 0.03 0.096
H -3.608728 2.001656 8.259649 -0.01 0.02 0.01 0.098
H -2.420325 2.556701 9.455645 -0.02 0.02 0.01 0.097
H -0.340530 2.184642 4.775435 0.01 0.02 -0.02 0.089
H 0.884448 2.743323 5.928700 0.00 0.02 -0.02 0.099
H 0.381027 3.812086 4.581803 0.03 -0.04 -0.01 0.095
C 5.873092 -3.009154 -0.209409 -0.01 -0.02 -0.05 -0.036
O 5.481666 -3.164488 1.160046 -0.17 -0.01 0.02 0.003
C 4.722048 -2.172438 1.625911 0.40 0.31 0.06 -0.622
O 4.393476 -1.192677 1.000611 -0.14 -0.20 0.02 0.110
O 4.448249 -2.407059 2.905272 -0.07 -0.04 -0.12 0.007
C 3.651436 -1.381240 3.522191 -0.04 -0.04 -0.04 -0.024
H 6.460428 -3.891667 -0.442272 0.00 0.03 -0.04 0.094
H 4.996463 -2.948326 -0.852503 0.02 -0.02 0.00 0.093
H 6.467074 -2.106024 -0.339012 0.01 -0.02 0.02 0.098
H 2.715221 -1.255788 2.985569 0.00 0.03 0.06 0.064
H 4.198495 -0.439487 3.526185 0.00 -0.01 0.04 0.099
H 3.466319 -1.727238 4.534429 0.03 0.02 0.00 0.096
C -4.229287 -3.000613 -5.153981 0.10 0.04 -0.03 -0.024
O -4.206249 -4.432373 -5.101003 0.10 -0.04 0.08 0.007
C -4.374432 -4.933597 -3.878997 -0.54 0.08 0.04 -0.623
O -4.536608 -4.291582 -2.870313 0.23 -0.08 -0.09 0.116
O -4.408273 -6.262421 -3.966773 0.15 0.05 0.01 0.003
C -4.624463 -6.931916 -2.718359 0.03 0.04 -0.03 -0.036
H -4.035592 -2.745848 -6.191243 -0.02 0.00 0.01 0.097
H -5.200402 -2.623100 -4.837985 0.01 -0.02 0.00 0.101
H -3.453293 -2.584227 -4.514738 -0.01 0.01 -0.03 0.074
H -5.577330 -6.631060 -2.286045 0.00 -0.02 -0.02 0.097
H -3.826259 -6.694332 -2.016966 0.00 -0.03 -0.01 0.097
H -4.625322 -7.989692 -2.961424 0.00 0.00 0.05 0.093
C 5.049709 -4.227107 -4.602907 0.05 0.03 0.01 -0.030
O 6.232160 -3.659656 -4.023477 0.03 0.01 0.01 -0.005
C 7.144518 -3.261373 -4.909481 -0.02 0.00 -0.12 -0.624
O 7.046836 -3.345464 -6.107852 0.01 0.01 0.15 0.121
O 8.182590 -2.754418 -4.245352 -0.05 -0.03 -0.02 0.001
C 9.245178 -2.281167 -5.082995 -0.05 -0.02 0.01 -0.035
H 4.418804 -4.489518 -3.759463 -0.03 -0.01 -0.04 0.092
H 4.555599 -3.499533 -5.244471 -0.01 -0.01 0.03 0.094
H 5.300975 -5.108622 -5.190330 -0.01 0.00 0.02 0.098
H 8.886936 -1.489152 -5.738520 0.02 0.01 0.03 0.097
H 9.639656 -3.093787 -5.690758 0.02 0.01 0.03 0.097
H 9.999474 -1.906773 -4.398311 0.02 0.01 -0.05 0.093
C -8.949806 3.847522 5.818443 0.06 0.00 0.01 -0.038
O -7.819746 4.395919 6.507501 0.09 -0.09 0.01 -0.001
C -6.719179 4.499282 5.760243 -0.13 0.33 -0.25 -0.624
O -6.629906 4.192390 4.597743 0.04 -0.10 0.19 0.121
O -5.758528 5.049343 6.498851 -0.01 -0.13 0.03 0.003
C -4.515465 5.242946 5.808174 0.03 -0.02 0.01 -0.032
H -9.748619 3.830902 6.553178 -0.02 -0.02 -0.04 0.093
H -9.216685 4.472728 4.967911 -0.01 0.00 0.03 0.097
H -8.727142 2.842814 5.462642 -0.02 0.00 0.02 0.097
H -4.651500 5.908987 4.957952 -0.03 0.01 0.02 0.099
H -4.123455 4.289114 5.459892 0.00 0.03 0.00 0.093
H -3.844548 5.674937 6.543116 0.02 -0.01 -0.05 0.092
```
Forces are in eV/Å.

***

Computed, not measured: a cluster of 3 separate species, C24H50BN2O9S in total, with ωB97M-V/def2-TZVPD.

Summary:
- LUMO level: 2.17 eV
- Gap between HOMO and LUMO: 6.15 eV
- Charge: -1
- Maximum force: 0.67 eV/A
- ΔE to the lowest compared entry with this formula, charge and spin: 0.00 kJ/mol
- HOMO energy: -3.98 eV

Structure (XYZ):
```
87
Properties=species:S:1:pos:R:3:forces:R:3:lowdin_charge:R:1
C 1.787537 1.303311 1.019171 0.11 0.17 -0.13 -0.043
C 2.849325 0.748010 0.075654 -0.42 0.29 -0.43 -0.392
O 2.263816 0.372614 -1.146408 0.00 -0.11 0.08 -0.108
B 2.630974 -1.052942 -1.465128 -0.21 -0.09 0.04 -0.619
O 3.726147 -1.355430 -0.495440 0.03 0.23 -0.07 -0.097
C 3.550868 -0.507051 0.606381 0.28 -0.49 -0.03 -0.353
C 4.923990 -0.291097 1.248078 -0.25 0.20 -0.04 -0.134
C 5.887048 0.425850 0.293718 -0.06 0.19 0.25 -0.205
C 7.362096 0.018518 0.439383 -0.12 -0.01 -0.15 -0.208
C 8.039239 -0.184457 -0.918934 0.14 0.03 0.20 -0.226
C 7.449682 -1.361510 -1.696792 -0.10 0.06 -0.03 -0.202
C 8.083116 -1.551394 -3.086420 0.14 -0.30 0.03 -0.250
C 7.089146 -1.828949 -4.234585 0.02 0.06 0.27 -0.449
S 7.157781 -0.644941 -5.615679 -0.05 -0.01 -0.12 0.951
C 6.154190 0.608934 -4.952984 -0.34 0.15 -0.05 -0.705
N 5.066166 1.104144 -5.442748 0.34 -0.16 -0.10 0.054
N 4.647407 2.093044 -4.562936 0.29 -0.01 0.27 0.061
C 5.505242 2.088740 -3.603774 -0.41 0.29 -0.06 -0.186
O 6.502044 1.203478 -3.776321 0.02 -0.16 0.03 0.020
H 1.071853 0.521499 1.282390 -0.01 0.07 0.01 0.079
H 1.258632 2.104278 0.492648 -0.06 -0.09 0.12 0.070
H 2.232039 1.730975 1.927383 -0.03 -0.13 -0.01 0.070
H 3.559092 1.568946 -0.134186 0.16 -0.14 0.17 0.128
H 3.019430 -1.169482 -2.633415 0.09 0.01 0.02 0.047
H 1.646692 -1.813923 -1.275177 0.06 0.11 0.00 0.051
H 2.881669 -0.991227 1.345521 0.04 0.08 0.01 0.144
H 4.814743 0.261614 2.192273 0.09 -0.12 -0.05 0.113
H 5.309207 -1.290001 1.475472 0.02 0.07 0.08 0.109
H 5.795194 1.508709 0.443510 0.05 -0.08 -0.08 0.106
H 5.534253 0.225593 -0.720708 0.05 -0.04 0.04 0.096
H 7.428828 -0.916511 1.008185 0.02 0.04 -0.03 0.102
H 7.902861 0.778221 1.014943 0.03 -0.11 -0.03 0.101
H 7.940219 0.736243 -1.506890 0.00 -0.09 -0.05 0.103
H 9.116180 -0.342264 -0.764531 -0.07 -0.01 -0.10 0.108
H 6.367839 -1.230559 -1.795495 0.05 0.00 0.02 0.101
H 7.577975 -2.273266 -1.100967 -0.05 0.08 -0.05 0.118
H 8.703607 -0.686981 -3.336428 -0.12 0.01 -0.02 0.090
H 8.767170 -2.406688 -3.041749 0.06 0.15 -0.02 0.100
H 6.053129 -1.846903 -3.884291 0.11 -0.06 -0.02 0.086
H 7.297502 -2.793644 -4.699930 -0.08 0.06 -0.05 0.065
H 5.496564 2.695116 -2.711185 0.02 -0.11 -0.05 0.134
C -5.850627 2.385376 -0.755505 -0.13 -0.01 -0.01 -0.122
O -4.527311 2.316604 -1.214492 0.03 -0.08 0.11 -0.182
C -3.626018 2.848019 -0.257700 -0.02 0.05 -0.06 -0.208
C -2.201580 2.437857 -0.549556 0.08 -0.04 -0.08 -0.186
O -1.893035 1.136673 -0.098412 -0.15 0.08 0.36 -0.135
C -2.267052 0.044480 -0.920680 0.19 -0.09 -0.19 -0.180
C -1.312648 -0.163661 -2.074315 0.04 -0.02 0.02 -0.199
O -1.596822 0.738686 -3.133108 -0.04 0.06 0.07 -0.201
C -0.532467 0.774815 -4.060750 0.05 0.05 -0.06 -0.103
H -6.149342 3.415575 -0.520388 0.02 0.01 -0.01 0.087
H -6.504655 2.001018 -1.536591 0.04 0.00 -0.04 0.087
H -5.989960 1.777740 0.148108 0.00 0.03 0.02 0.072
H -3.894262 2.487742 0.744563 0.00 0.03 0.01 0.108
H -3.702442 3.945588 -0.261790 -0.01 0.00 0.04 0.126
H -1.546223 3.098894 0.022376 0.02 0.02 -0.03 0.126
H -1.972043 2.562121 -1.610807 -0.06 -0.03 -0.02 0.128
H -3.303458 0.133015 -1.260982 0.03 0.06 -0.07 0.120
H -2.184890 -0.834779 -0.278570 -0.04 0.02 0.05 0.124
H -1.403912 -1.197089 -2.438324 0.04 -0.01 0.00 0.129
H -0.286547 -0.017232 -1.713690 0.01 -0.08 0.00 0.117
H 0.392943 1.124463 -3.592091 0.01 -0.06 0.02 0.094
H -0.816733 1.460760 -4.857975 -0.02 0.00 0.00 0.080
H -0.347836 -0.216321 -4.491826 0.02 0.00 0.01 0.089
C -10.051650 -0.968413 5.008583 0.02 0.05 0.04 -0.120
O -8.662860 -1.076035 4.818703 -0.02 -0.04 -0.10 -0.193
C -8.192717 -2.386914 5.069864 -0.01 0.06 0.03 -0.213
C -6.770894 -2.552650 4.583250 0.05 -0.05 0.04 -0.187
O -6.667851 -2.785029 3.190254 -0.05 0.01 0.02 -0.126
C -6.765413 -1.640825 2.354893 -0.01 0.02 -0.08 -0.180
C -5.498999 -0.819369 2.293465 0.02 0.08 0.00 -0.206
O -5.393966 0.029904 3.421012 0.04 -0.10 0.05 -0.195
C -4.097109 0.578046 3.534836 -0.02 0.07 0.01 -0.097
H -10.338084 -1.234245 6.034026 -0.01 -0.01 0.00 0.086
H -10.328983 0.067348 4.822944 0.00 0.00 0.00 0.087
H -10.600304 -1.614985 4.312946 0.00 -0.02 0.02 0.088
H -8.833216 -3.120392 4.562347 0.01 -0.02 0.01 0.128
H -8.227140 -2.585625 6.151277 -0.03 -0.03 0.00 0.126
H -6.366393 -3.451330 5.053723 0.03 0.01 0.00 0.127
H -6.163052 -1.698157 4.890256 -0.05 0.03 0.00 0.125
H -7.610354 -1.011570 2.645520 0.04 0.03 0.02 0.123
H -6.955074 -2.034831 1.354852 -0.01 -0.01 0.01 0.128
H -5.510769 -0.209941 1.378592 0.06 -0.04 -0.03 0.114
H -4.631771 -1.489781 2.245265 -0.01 -0.02 -0.05 0.134
H -3.347888 -0.205649 3.691617 0.01 0.00 -0.03 0.094
H -4.098890 1.246627 4.393482 -0.01 0.00 0.00 0.087
H -3.820193 1.144850 2.639188 0.02 -0.03 0.00 0.072
```
Forces are in eV/Å.